[1]
The following is a quantum chemistry calculation of one molecule with the formula C4H6O2, from OMol25.

Structure (XYZ):
```
12
Properties=species:S:1:pos:R:3:forces:R:3
O -0.626 0.748 -1.666 -0.16 -0.17 -0.01
C 0.224 0.557 -0.566 0.22 0.08 0.10
C -0.489 0.576 0.814 -0.02 -0.09 0.05
C 0.378 -0.355 1.586 -0.28 0.09 -0.02
O 0.090 -1.803 -0.503 0.33 0.33 -0.02
C 0.839 -0.847 -0.623 -0.17 -0.27 0.02
H -1.165 -0.054 -1.742 -0.01 0.17 -0.04
H 0.999 1.325 -0.611 -0.07 -0.13 0.03
H -0.387 1.574 1.266 0.04 -0.10 -0.06
H -1.560 0.350 0.719 0.18 -0.01 0.02
H -0.217 -1.094 2.153 0.05 0.09 -0.08
H 1.915 -0.976 -0.827 -0.12 0.01 0.00
```
Positions in Å, forces in eV/Å.

Values from the calculation:
charge = 0
total energy = -306.3162 Eh
frontier orbital gap = 0.3147 hartree

[2]
The following is a quantum chemistry calculation of C4H6O2 as an isolated structure, from OMol25.

Structure (XYZ):
```
12
Properties=species:S:1:pos:R:3:forces:R:3
O 1.062 1.765 1.008 0.11 -0.08 -0.04
C 0.258 1.088 0.275 -0.19 -0.24 -0.15
C -1.024 1.162 -0.151 0.11 0.23 0.01
C -0.588 -1.572 -0.130 0.15 -0.23 -0.22
O 0.394 -1.319 -0.815 -0.34 -0.31 0.14
C 1.300 0.096 0.068 0.49 0.23 0.09
H -1.364 0.578 -0.998 0.04 0.02 0.22
H -1.647 1.977 0.196 0.01 -0.03 -0.07
H -0.640 -1.387 0.955 0.14 0.06 -0.27
H -1.434 -2.074 -0.608 -0.12 0.01 0.08
H 2.059 0.253 -0.700 -0.26 0.12 0.30
H 1.591 -0.516 0.917 -0.13 0.21 -0.08
```
Positions in Å, forces in eV/Å.

Values from the calculation:
charge = 0
total energy = -306.3314 Eh
frontier orbital gap = 0.2886 hartree

[3]
The following is a quantum chemistry calculation of one molecule with the formula C4H6O2 at a distorted geometry, from OMol25.

Structure (XYZ):
```
12
Properties=species:S:1:pos:R:3:forces:R:3
O -0.383 1.305 -1.564 -0.43 -0.27 -0.36
C 0.033 1.075 -0.252 0.19 0.06 0.04
C -0.490 0.101 0.719 0.12 0.11 0.25
C -0.285 -1.330 0.288 -0.06 -0.24 -0.16
O 1.055 -1.158 -0.177 -0.11 -0.17 -0.42
C 1.125 0.187 0.154 0.26 0.32 0.15
H -1.039 0.640 -1.797 0.03 0.06 -0.09
H 0.179 2.027 0.272 -0.03 -0.09 -0.33
H -1.178 0.358 1.526 0.50 0.02 0.06
H -0.314 -1.994 1.161 0.18 0.04 -0.26
H -0.878 -1.759 -0.524 -0.33 0.14 0.15
H 2.160 0.541 0.204 -0.32 0.01 0.96
```
Positions in Å, forces in eV/Å.

Values from the calculation:
charge = 0
total energy = -306.3725 Eh
SMILES = O[C@H]1[C@H]2CO[C@@H]12
frontier orbital gap = 0.3603 hartree

[4]
The following is a quantum chemistry calculation of one molecule with the formula C4H6O2 at a distorted geometry, from OMol25.

Structure (XYZ):
```
12
Properties=species:S:1:pos:R:3:forces:R:3
O -1.886 -1.916 0.233 0.48 -0.13 1.58
C -0.983 -1.133 0.478 -0.08 0.38 -1.26
C -0.618 -0.311 -0.742 1.35 1.49 -0.61
C 0.620 0.785 -0.547 -1.74 -1.57 -0.17
C 0.948 0.583 0.880 -1.36 -1.60 0.84
O -0.298 -0.874 1.562 1.27 1.63 -1.27
H -0.332 -1.014 -1.526 -0.22 0.20 -0.06
H -1.517 0.240 -1.026 0.17 -0.18 -0.21
H 1.428 0.524 -1.249 -0.27 0.08 0.53
H 0.208 1.775 -0.794 0.30 -0.35 0.37
H 0.583 1.299 1.600 0.15 -0.03 0.10
H 1.849 0.041 1.131 -0.06 0.08 0.16
```
Positions in Å, forces in eV/Å.

Values from the calculation:
charge = 0
total energy = -306.4207 Eh
frontier orbital gap = 0.3292 hartree

[5]
The following is a quantum chemistry calculation of one molecule with the formula C4H6O2S at a distorted geometry, from OMol25.

Structure (XYZ):
```
13
Properties=species:S:1:pos:R:3:forces:R:3
C 0.494 0.741 -0.121 1.16 -0.19 1.42
C -0.715 1.529 -0.274 -1.06 -1.41 -1.06
C 0.561 -0.524 0.356 -2.81 -0.56 -0.33
C 1.711 -1.460 0.509 -2.66 -1.43 -1.85
O -3.354 1.723 -0.804 0.75 0.20 -0.33
O -2.547 -0.401 0.084 0.63 -0.31 -0.20
S -2.229 0.857 -0.539 -0.09 1.06 1.01
H 1.390 1.395 -0.228 -0.46 -0.84 -0.17
H -0.551 2.418 -0.845 -0.50 0.72 -0.07
H -0.478 -1.005 0.447 1.71 0.61 0.16
H 2.538 -0.895 0.229 2.16 0.14 -0.12
H 1.465 -2.331 -0.221 0.81 1.54 0.56
H 1.713 -2.048 1.406 0.36 0.46 0.98
```
Positions in Å, forces in eV/Å.

Values from the calculation:
charge = 0
total energy = -704.5610 Eh
SMILES = C/C=C/C=S(=O)=O
frontier orbital gap (spin up / spin down) = 0.2820 / 0.2820 hartree

[6]
The following is a quantum chemistry calculation of one molecule with the formula C4H6O2S2 at a distorted geometry, from OMol25.

Structure (XYZ):
```
14
Properties=species:S:1:pos:R:3:forces:R:3
C 1.514 0.067 0.044 -3.27 0.56 1.28
C 0.123 -0.841 0.433 3.63 1.97 0.65
C -1.595 0.868 0.019 0.13 -3.15 -1.53
C -1.046 -0.514 -0.418 -2.00 -0.98 -1.26
O 2.948 2.037 -0.583 2.49 1.53 -0.99
O 2.572 -2.353 0.620 -1.40 0.88 -0.98
S 1.772 1.693 0.133 -1.83 -3.66 0.29
S 1.632 -1.642 -0.309 0.84 -0.64 1.00
H -0.020 -0.818 1.548 0.28 -0.53 -1.23
H -1.752 0.714 1.021 -0.08 0.74 2.69
H -2.524 1.054 -0.415 -1.58 0.31 -0.91
H -0.919 1.562 -0.321 1.53 2.06 -0.02
H -0.839 -0.521 -1.536 0.06 -0.13 1.35
H -1.866 -1.307 -0.236 1.22 1.05 -0.34
```
Positions in Å, forces in eV/Å.

Values from the calculation:
charge = 0
total energy = -1102.7062 Eh
frontier orbital gap = 0.3076 hartree

Which value of total energy does entry 5 give? -704.5610 Eh

The lowest total energy belongs to which entry? C4H6O2S2

Which of these has the lowest total energy? C4H6O2S2